(1)
H26O13 | the ωB97M-V functional and the def2-TZVPD basis

Cartesian coordinates (Å):
H 0.44122 -0.51482 1.30269
H -0.47450 -0.60885 0.03832
H 0.81900 -3.70355 -1.10820
H 1.76225 -4.71801 -0.25329
H -0.78257 4.22049 -2.28043
H -0.74188 2.81304 -2.76398
H -1.48572 1.54775 -2.00217
H -1.98571 2.07926 -0.76900
H -2.89094 -3.21157 2.00452
H -3.22755 -2.82815 0.49079
H 3.15778 -0.48845 -2.55481
H 3.28326 0.89252 -3.04944
H 1.05843 -2.49081 3.64530
H -0.07690 -1.52528 3.66827
H -1.75704 -1.18899 1.11713
H -3.06396 -0.59158 1.98905
H 3.83001 -0.14697 0.74259
H 2.42057 0.53341 0.92797
H -3.47367 2.77932 2.14202
H -2.47982 1.55699 2.03171
H 2.08180 2.11927 2.74489
H 2.07146 1.63807 4.05644
H 1.32152 0.61422 -2.59762
H 0.15038 0.66343 -1.81383
H -0.62730 0.73979 -4.65937
H -0.78156 0.06541 -3.31366
O -0.31894 -0.14882 0.81674
O 0.81091 -4.46002 -0.50493
O -0.22413 3.45875 -2.21193
O -1.61041 1.28181 -1.05151
O -2.65365 -3.38088 1.09856
O 3.25011 -0.04267 -3.39583
O 0.79121 -1.70674 3.99814
O -2.12425 -0.50245 1.76406
O 3.05333 0.14251 0.26980
O -2.57049 2.46132 2.13423
O 2.69094 1.78917 3.34545
O 1.08922 1.01218 -1.75180
O -0.73246 -0.15007 -4.24691

Summary:
gap between HOMO and LUMO	10.46	eV
HOMO energy	-0.3949	Ha

Electronic structure analysis, natural (NBO) charges in units of e: atom 1 (H): 0.477, atom 2 (H): 0.459, atom 3 (H): 0.474, atom 4 (H): 0.478, atom 5 (H): 0.461, atom 6 (H): 0.427, atom 7 (H): 0.423, atom 8 (H): 0.487, atom 9 (H): 0.476, atom 10 (H): 0.474, atom 11 (H): 0.476, atom 12 (H): 0.475, atom 13 (H): 0.464, atom 14 (H): 0.475, atom 15 (H): 0.510, atom 16 (H): 0.450, atom 17 (H): 0.472, atom 18 (H): 0.483, atom 19 (H): 0.469, atom 20 (H): 0.490, atom 21 (H): 0.458, atom 22 (H): 0.468, atom 23 (H): 0.463, atom 24 (H): 0.436, atom 25 (H): 0.469, atom 26 (H): 0.442, atom 27 (O): -0.914, atom 28 (O): -0.952, atom 29 (O): -0.887, atom 30 (O): -0.909, atom 31 (O): -0.944, atom 32 (O): -0.943, atom 33 (O): -0.938, atom 34 (O): -0.984, atom 35 (O): -0.955, atom 36 (O): -0.963, atom 37 (O): -0.925, atom 38 (O): -0.913, atom 39 (O): -0.909

---

(2)
H26O13 | the ωB97M-V functional and the def2-TZVPD basis

Cartesian coordinates (Å):
H -0.36623 0.23377 -0.85705
H 0.50783 -0.63588 0.03163
H 4.31958 -1.17387 1.06690
H 4.42984 -2.66053 1.36310
H -3.33853 0.19813 -2.49107
H -1.98194 0.47216 -1.86288
H 2.25538 2.78054 -0.29689
H 0.74738 2.86897 -0.12904
H -1.10025 4.85757 -0.12668
H -1.62797 3.98886 -1.25668
H -5.13779 -0.00910 1.42064
H -4.27254 -0.41401 0.23851
H 3.95888 1.09874 -1.24044
H 5.24007 1.91585 -1.27085
H 2.48481 0.34595 4.04687
H 1.29778 1.02354 3.38215
H -2.69630 -1.78101 -1.69118
H -2.23261 -3.15979 -1.25076
H 0.12481 -3.23646 -1.41415
H 0.31516 -4.37910 -0.43019
H -3.61119 -0.96349 3.51019
H -3.52097 -2.25791 2.71876
H 5.43849 -1.06732 -0.11942
H 4.83056 -1.38663 -1.47534
H -3.21684 2.05196 -1.23934
H -3.06483 1.43371 0.14077
O -0.39949 -0.32868 -0.07505
O 4.96360 -1.86477 1.25895
O -2.48389 -0.21283 -2.31876
O 1.43479 2.34926 -0.56074
O -1.81438 4.24911 -0.34755
O -4.40602 -0.58724 1.17722
O 4.30338 1.96273 -1.49311
O 2.24948 0.89937 3.29365
O -2.87449 -2.71954 -1.81923
O 0.63788 -4.04005 -1.27273
O -3.54005 -1.30042 2.60996
O 4.87188 -0.69552 -0.80478
O -2.72526 2.14390 -0.41539

Summary:
gap between HOMO and LUMO	9.39	eV
HOMO energy	-0.3446	Ha

Electronic structure analysis, natural (NBO) charges in units of e: atom 1 (H): 0.465, atom 2 (H): 0.476, atom 3 (H): 0.492, atom 4 (H): 0.483, atom 5 (H): 0.472, atom 6 (H): 0.482, atom 7 (H): 0.487, atom 8 (H): 0.469, atom 9 (H): 0.459, atom 10 (H): 0.464, atom 11 (H): 0.461, atom 12 (H): 0.437, atom 13 (H): 0.491, atom 14 (H): 0.470, atom 15 (H): 0.467, atom 16 (H): 0.473, atom 17 (H): 0.485, atom 18 (H): 0.451, atom 19 (H): 0.473, atom 20 (H): 0.465, atom 21 (H): 0.453, atom 22 (H): 0.461, atom 23 (H): 0.495, atom 24 (H): 0.479, atom 25 (H): 0.447, atom 26 (H): 0.484, atom 27 (O): -0.941, atom 28 (O): -0.953, atom 29 (O): -0.933, atom 30 (O): -0.958, atom 31 (O): -0.923, atom 32 (O): -0.906, atom 33 (O): -0.964, atom 34 (O): -0.939, atom 35 (O): -0.963, atom 36 (O): -0.938, atom 37 (O): -0.904, atom 38 (O): -0.992, atom 39 (O): -0.928

---

(3)
H26O13 | the ωB97M-V functional and the def2-TZVPD basis

Cartesian coordinates (Å):
O 0.73534 0.49246 -2.35643
H 1.10240 1.30686 -2.71627
H 0.36608 0.06503 -3.11720
O -0.07120 -1.12143 2.16650
H 0.48129 -0.61806 2.77119
H -0.74830 -1.73435 2.45426
O 2.15676 -2.73476 1.40460
H 2.16257 -2.83221 2.35528
H 2.17209 -1.81555 1.10022
O 3.45737 1.80295 -1.42365
H 3.24573 1.89680 -0.49533
H 3.12299 0.98289 -1.77098
O 1.49199 -3.94401 -1.10198
H 0.64867 -3.97633 -1.54661
H 1.35674 -3.97473 -0.14844
O -4.59272 0.09364 0.02964
H -3.89984 0.42979 0.62422
H -4.25182 0.14195 -0.87885
O -1.32153 3.01885 -1.83642
H -0.42946 2.83071 -2.12274
H -1.50054 2.48892 -1.07367
O -0.98763 -1.72803 -0.19425
H -1.41918 -1.25977 -0.91235
H -0.66586 -1.07103 0.44553
O -2.75469 0.90893 1.85289
H -1.98408 0.39115 2.10376
H -3.18465 1.18137 2.66754
O 0.13129 2.91721 0.83258
H 0.32147 1.98686 0.99435
H -0.74552 2.84123 0.45569
O -3.56508 1.34980 -1.96056
H -3.12649 1.69905 -2.74297
H -3.67967 2.11118 -1.38582
O 2.60173 0.19575 2.86179
H 3.39394 0.73071 2.97980
H 3.02404 -0.59422 2.49664
O 2.58218 -1.24860 -0.74269
H 2.29564 -2.14333 -0.52703
H 2.07793 -1.06767 -1.54226

Summary:
gap between HOMO and LUMO	9.91	eV
HOMO energy	-0.3718	Ha

Electronic structure analysis, natural (NBO) charges in units of e: atom 1 (O): -0.949, atom 2 (H): 0.477, atom 3 (H): 0.476, atom 4 (O): -1.009, atom 5 (H): 0.518, atom 6 (H): 0.509, atom 7 (O): -0.984, atom 8 (H): 0.481, atom 9 (H): 0.498, atom 10 (O): -0.957, atom 11 (H): 0.479, atom 12 (H): 0.479, atom 13 (O): -0.968, atom 14 (H): 0.478, atom 15 (H): 0.497, atom 16 (O): -1.000, atom 17 (H): 0.479, atom 18 (H): 0.485, atom 19 (O): -0.939, atom 20 (H): 0.480, atom 21 (H): 0.460, atom 22 (O): -0.973, atom 23 (H): 0.470, atom 24 (H): 0.487, atom 25 (O): -0.959, atom 26 (H): 0.490, atom 27 (H): 0.488, atom 28 (O): -0.919, atom 29 (H): 0.465, atom 30 (H): 0.453, atom 31 (O): -0.961, atom 32 (H): 0.492, atom 33 (H): 0.482, atom 34 (O): -0.954, atom 35 (H): 0.483, atom 36 (H): 0.471, atom 37 (O): -0.988, atom 38 (H): 0.497, atom 39 (H): 0.485

---

(4)
H26O13 | the ωB97M-V functional and the def2-TZVPD basis

Cartesian coordinates (Å):
O -27.22336 -21.35431 -9.62029
H -27.39086 -22.22287 -9.98607
H -27.05607 -21.51332 -8.69133
O -25.56419 -18.19586 -6.65582
H -25.49779 -17.91139 -7.56736
H -26.45688 -17.96672 -6.39733
O -26.38987 -19.98186 -7.69535
H -25.92893 -19.46844 -7.03190
H -27.31735 -19.82121 -7.52153
O -24.15550 -22.21740 -9.59567
H -24.83875 -21.72195 -10.04726
H -24.62580 -22.73110 -8.93904
O -25.57558 -20.82709 -11.16610
H -24.68691 -20.73494 -11.50963
H -26.13772 -20.47890 -11.85820
O -27.79785 -17.67370 -9.30293
H -27.94926 -16.74129 -9.45751
H -26.84762 -17.75170 -9.21806
O -25.20563 -19.68184 -9.41005
H -25.88961 -19.63809 -8.74185
H -25.58128 -20.22520 -10.10279
O -23.63529 -18.14025 -8.19220
H -23.46097 -18.26241 -7.25896
H -24.43932 -18.63419 -8.35284
O -25.60322 -17.17994 -8.92910
H -24.90610 -17.70627 -9.32055
H -25.44269 -16.29242 -9.24966
O -26.24093 -22.24750 -7.73581
H -25.88645 -22.71760 -6.98110
H -26.01291 -21.33156 -7.57676
O -24.55824 -18.14251 -10.76535
H -24.70099 -18.91348 -10.21628
H -25.34016 -18.09131 -11.31510
O -28.19312 -19.75062 -10.57207
H -27.77709 -20.48074 -10.11374
H -28.05296 -18.99660 -9.99932
O -23.98186 -21.20345 -7.53562
H -24.45390 -20.90510 -8.31305
H -23.63648 -20.40204 -7.14229

Summary:
gap between HOMO and LUMO	9.19	eV
HOMO energy	-0.3393	Ha

Electronic structure analysis, natural (NBO) charges in units of e: atom 1 (O): -0.902, atom 2 (H): 0.498, atom 3 (H): 0.501, atom 4 (O): -0.932, atom 5 (H): 0.496, atom 6 (H): 0.481, atom 7 (O): -0.911, atom 8 (H): 0.500, atom 9 (H): 0.511, atom 10 (O): -0.951, atom 11 (H): 0.456, atom 12 (H): 0.482, atom 13 (O): -0.888, atom 14 (H): 0.507, atom 15 (H): 0.533, atom 16 (O): -0.986, atom 17 (H): 0.475, atom 18 (H): 0.475, atom 19 (O): -1.018, atom 20 (H): 0.461, atom 21 (H): 0.481, atom 22 (O): -0.937, atom 23 (H): 0.474, atom 24 (H): 0.448, atom 25 (O): -0.967, atom 26 (H): 0.518, atom 27 (H): 0.512, atom 28 (O): -1.008, atom 29 (H): 0.500, atom 30 (H): 0.488, atom 31 (O): -0.976, atom 32 (H): 0.450, atom 33 (H): 0.456, atom 34 (O): -1.073, atom 35 (H): 0.428, atom 36 (H): 0.458, atom 37 (O): -0.982, atom 38 (H): 0.493, atom 39 (H): 0.451

---

(5)
H26O13 | the ωB97M-V functional and the def2-TZVPD basis

Cartesian coordinates (Å):
H -0.15213 0.91801 0.81863
H 0.53050 -0.09724 -0.08322
H 2.09241 -4.95138 0.09729
H 2.45622 -3.74539 0.94775
H 3.30150 5.56394 0.79032
H 2.16997 4.57502 1.01775
H 0.72351 -1.44286 -1.90058
H 2.21098 -1.15778 -2.02780
H -4.15864 1.21144 1.54522
H -5.30348 2.20770 1.62803
H -0.67990 -3.62210 -1.33837
H -1.09898 -2.38045 -2.10825
H 0.89911 1.87380 -1.95594
H 2.18727 1.18193 -1.54123
H 0.20942 -3.27836 2.84957
H 0.05415 -2.67772 4.23708
H -1.60041 -1.53028 1.34794
H -1.19656 -1.29264 2.79379
H 4.75687 0.67040 0.51414
H 6.26553 0.68584 0.69783
H -2.04953 -0.93645 -1.67585
H -3.52408 -1.27903 -1.54022
H -2.54467 1.19436 -2.28288
H -2.04995 2.01513 -3.46255
H -1.52043 2.66616 -0.14466
H -1.72322 4.03807 0.47727
O -0.26644 0.43996 -0.01046
O 2.67964 -4.18745 0.12091
O 3.06210 4.78999 1.31252
O 1.35901 -0.94012 -2.42247
O -4.96996 1.39811 2.03092
O -0.84440 -3.30173 -2.23240
O 1.41164 1.07079 -2.10252
O -0.22506 -3.42576 3.69721
O -1.31436 -0.83658 1.95288
O 5.44726 0.99213 1.10478
O -2.68653 -1.32453 -1.06542
O -1.82239 1.76992 -2.55863
O -2.08596 3.14511 0.47160

Summary:
gap between HOMO and LUMO	9.14	eV
HOMO energy	-0.3518	Ha

Electronic structure analysis, natural (NBO) charges in units of e: atom 1 (H): 0.479, atom 2 (H): 0.467, atom 3 (H): 0.471, atom 4 (H): 0.461, atom 5 (H): 0.468, atom 6 (H): 0.463, atom 7 (H): 0.449, atom 8 (H): 0.456, atom 9 (H): 0.479, atom 10 (H): 0.466, atom 11 (H): 0.464, atom 12 (H): 0.455, atom 13 (H): 0.463, atom 14 (H): 0.445, atom 15 (H): 0.462, atom 16 (H): 0.470, atom 17 (H): 0.479, atom 18 (H): 0.464, atom 19 (H): 0.461, atom 20 (H): 0.469, atom 21 (H): 0.463, atom 22 (H): 0.478, atom 23 (H): 0.468, atom 24 (H): 0.474, atom 25 (H): 0.484, atom 26 (H): 0.465, atom 27 (O): -0.947, atom 28 (O): -0.932, atom 29 (O): -0.931, atom 30 (O): -0.900, atom 31 (O): -0.944, atom 32 (O): -0.921, atom 33 (O): -0.915, atom 34 (O): -0.931, atom 35 (O): -0.947, atom 36 (O): -0.930, atom 37 (O): -0.935, atom 38 (O): -0.941, atom 39 (O): -0.950

---

(6)
H26O19SV | the ωB97M-V functional and the def2-TZVPD basis

Cartesian coordinates (Å):
O 3.35401 -2.36636 1.07696
V 2.25287 -2.73515 0.00345
O 2.95676 -2.63929 -1.40505
S 0.29044 0.25143 -0.12378
O 0.31958 0.94027 -1.41101
O 0.48102 1.14691 1.01209
O -0.97068 -0.49837 0.06614
O 1.40246 -0.76589 -0.08018
O -1.70915 2.67188 -1.86786
H -0.97095 2.20937 -1.42831
H -2.19012 3.09043 -1.14704
O -1.94313 1.45511 3.47167
H -1.13081 0.92310 3.53207
H -1.66394 2.34601 3.70270
O 1.72533 -0.68688 -3.30336
H 1.04306 -0.12658 -3.69473
H 1.51658 -0.68688 -2.35733
O -1.08567 0.89510 -4.06751
H -1.03171 1.62107 -4.69489
H -1.00683 1.32317 -3.19985
O 2.53009 2.28676 -1.63830
H 1.71772 1.70842 -1.58615
H 3.24482 1.73903 -1.30387
O -2.04315 -2.51607 1.58275
H -1.75446 -1.68675 1.16214
H -2.85454 -2.74587 1.11838
O 0.63996 -3.08762 1.50974
H -0.14003 -2.51811 1.38064
H 0.27068 -3.97735 1.54614
O 0.16467 -3.06309 -1.33513
H 0.08026 -3.73209 -2.02129
H -0.68969 -2.59110 -1.34127
O 0.62083 0.19526 3.51475
H 0.56357 0.60918 2.62639
H 1.56304 0.16908 3.71210
O -2.50131 -1.56787 -1.66294
H -1.93660 -1.14907 -0.95315
H -2.72766 -0.84420 -2.25713
O -3.39411 0.57057 1.13628
H -2.82957 0.72200 1.91502
H -2.80635 0.16223 0.48593
O 3.35852 0.83081 1.80306
H 2.43639 1.06211 1.63192
H 3.70935 0.61039 0.93610
O 0.07655 3.71914 1.41819
H 0.11486 2.73785 1.42507
H 0.94701 3.98793 1.11043

Summary:
charge	-1
gap between HOMO and LUMO	8.06	eV
HOMO energy	-0.2804	Ha

Electronic structure analysis, Löwdin charges in units of e: atom 1 (O): -0.290, atom 2 (V): 1.000, atom 3 (O): -0.290, atom 4 (S): 0.432, atom 5 (O): -0.321, atom 6 (O): -0.337, atom 7 (O): -0.365, atom 8 (O): -0.381, atom 9 (O): -0.067, atom 10 (H): -0.003, atom 11 (H): 0.048, atom 12 (O): -0.052, atom 13 (H): 0.006, atom 14 (H): 0.051, atom 15 (O): -0.072, atom 16 (H): 0.010, atom 17 (H): -0.024, atom 18 (O): -0.059, atom 19 (H): 0.041, atom 20 (H): -0.011, atom 21 (O): -0.088, atom 22 (H): -0.024, atom 23 (H): 0.014, atom 24 (O): -0.052, atom 25 (H): -0.004, atom 26 (H): 0.062, atom 27 (O): -0.067, atom 28 (H): 0.032, atom 29 (H): 0.085, atom 30 (O): -0.064, atom 31 (H): 0.077, atom 32 (H): 0.038, atom 33 (O): -0.067, atom 34 (H): -0.012, atom 35 (H): 0.046, atom 36 (O): -0.083, atom 37 (H): -0.035, atom 38 (H): 0.044, atom 39 (O): -0.076, atom 40 (H): -0.006, atom 41 (H): -0.018, atom 42 (O): -0.056, atom 43 (H): -0.008, atom 44 (H): 0.025, atom 45 (O): -0.086, atom 46 (H): -0.021, atom 47 (H): 0.028

---

Number 1: E_LUMO -0.29 eV. Number 2: E_LUMO 0.02 eV. Number 3: E_LUMO -0.21 eV. Number 4: E_LUMO -0.04 eV. Number 5: E_LUMO -0.43 eV. Number 6: E_LUMO 0.43 eV.